The following is a DFT calculation (the ωB97M-V functional and the def2-TZVPD basis) of 11 unconnected molecules or ions with the total composition C15H37Br8N7O14 in a non-equilibrium geometry.

Geometry as XYZ:
```
81
Properties=species:S:1:pos:R:3
Br -13.059 2.530 -2.093
C -11.447 1.713 -2.792
C -10.378 2.750 -3.152
Br -8.961 1.902 -4.307
H -11.730 1.065 -3.621
H -11.119 1.031 -2.008
H -9.757 2.926 -2.274
H -10.659 3.660 -3.683
Br -12.590 3.496 -5.591
C -14.519 3.811 -5.598
C -15.105 2.724 -6.334
Br -14.363 2.583 -8.270
H -14.724 4.754 -6.104
H -14.899 3.850 -4.577
H -16.191 2.803 -6.302
H -14.832 1.824 -5.784
Br -12.055 5.126 3.183
C -11.028 3.675 2.324
C -11.957 2.639 1.762
Br -10.803 1.255 0.936
H -10.334 3.210 3.024
H -10.396 4.105 1.548
H -12.468 3.066 0.899
H -12.638 2.227 2.507
Br -10.830 -4.758 -4.744
C -10.653 -3.431 -3.268
C -9.567 -2.428 -3.660
Br -9.274 -1.146 -2.128
H -10.405 -3.995 -2.369
H -11.640 -3.019 -3.056
H -9.749 -1.935 -4.615
H -8.592 -2.878 -3.848
C -6.936 1.343 0.027
N -7.389 2.654 -0.525
O -6.674 3.114 -1.409
O -8.371 3.213 -0.086
H -7.643 1.002 0.782
H -5.939 1.491 0.442
H -6.925 0.697 -0.851
C -15.393 4.697 -0.942
N -14.127 5.424 -1.286
O -14.177 5.790 -2.421
O -13.240 5.691 -0.432
H -15.306 4.284 0.063
H -15.528 3.827 -1.584
H -16.207 5.422 -0.931
C -6.244 4.739 -4.416
N -5.252 3.841 -5.080
O -5.694 3.204 -5.973
O -4.127 3.778 -4.595
H -6.434 5.578 -5.084
H -5.831 5.174 -3.506
H -7.094 4.121 -4.126
C -12.217 0.137 -8.195
N -11.230 -0.596 -7.287
O -10.882 0.024 -6.277
O -10.873 -1.755 -7.560
H -11.721 1.076 -8.436
H -13.112 0.255 -7.584
H -12.371 -0.445 -9.104
C -6.784 -0.318 -5.929
N -6.955 0.223 -7.281
O -6.164 1.000 -7.683
O -7.886 -0.247 -7.953
H -6.977 0.515 -5.253
H -5.763 -0.692 -5.856
H -7.575 -1.038 -5.721
C -14.496 -0.887 -3.163
N -13.973 -1.092 -4.600
O -12.902 -1.672 -4.823
O -14.655 -0.630 -5.494
H -14.173 0.101 -2.836
H -14.270 -1.655 -2.423
H -15.575 -0.881 -3.314
C -11.292 7.041 -4.865
N -10.725 6.951 -3.523
O -10.976 7.812 -2.745
O -9.938 6.029 -3.268
H -12.249 7.545 -5.005
H -11.391 6.000 -5.170
H -10.554 7.579 -5.461
```

Its expectation value of S² is 0.75. The total energy comes out at -22621.43025 a.u. As for the net charge: +1. The spin multiplicity is 2. The calculation puts the frontier orbital gap (alpha / beta) at 8.6581 / 2.6630 eV.

The following is a DFT calculation (the ωB97M-V functional and the def2-TZVPD basis) of 3 unconnected molecules or ions with the total composition C15H37F8N7O6P2S2 in a non-equilibrium geometry.

Geometry as XYZ:
```
77
Properties=species:S:1:pos:R:3
O 1.840 -9.487 -3.449
S 2.479 -8.299 -3.041
O 3.547 -8.351 -2.118
F 2.919 -7.526 -4.302
N 1.324 -7.300 -2.327
S 0.409 -6.187 -3.223
O 1.270 -5.278 -3.905
O -0.469 -5.553 -2.295
C -0.591 -7.072 -4.525
F 0.111 -8.034 -5.108
F -0.814 -6.119 -5.424
C -1.995 -7.637 -4.092
F -2.926 -6.691 -4.168
F -2.291 -8.555 -5.031
C -2.090 -8.373 -2.721
F -2.387 -7.539 -1.729
F -3.098 -9.255 -2.806
F -0.968 -9.053 -2.476
H 1.854 -6.693 -1.692
O 1.440 0.464 -2.662
P 0.183 -0.070 -2.091
N -0.880 1.247 -2.081
C -2.058 1.331 -1.243
C -1.145 1.792 -3.406
N 0.653 -0.426 -0.461
C 0.484 0.584 0.578
C 2.002 -0.982 -0.406
N -0.957 -1.357 -2.231
C -1.275 -2.213 -1.093
C -0.719 -2.189 -3.428
H -2.888 0.705 -1.604
H -2.404 2.367 -1.227
H -1.853 1.063 -0.215
H -1.849 1.168 -3.976
H -0.219 1.873 -3.974
H -1.567 2.796 -3.321
H 0.811 1.582 0.265
H 1.051 0.307 1.467
H -0.550 0.640 0.913
H 2.778 -0.212 -0.474
H 2.166 -1.687 -1.223
H 2.128 -1.527 0.532
H -0.433 -2.816 -0.745
H -2.075 -2.887 -1.409
H -1.660 -1.631 -0.259
H 0.180 -2.804 -3.323
H -0.597 -1.554 -4.309
H -1.568 -2.846 -3.622
O 1.074 3.123 3.175
P 0.805 4.545 3.481
N 1.519 4.815 4.988
C 1.159 5.905 5.870
C 2.960 4.590 5.000
N -0.922 4.537 3.675
C -1.504 4.326 4.995
C -1.556 3.653 2.701
N 0.904 6.135 2.820
C -0.279 6.982 2.714
C 1.661 6.170 1.553
H 1.561 6.875 5.540
H 1.559 5.698 6.864
H 0.088 6.005 5.987
H 3.511 5.421 4.536
H 3.205 3.674 4.464
H 3.311 4.473 6.026
H -1.029 3.510 5.553
H -2.565 4.095 4.886
H -1.470 5.231 5.597
H -1.504 2.598 2.992
H -1.082 3.747 1.722
H -2.606 3.937 2.587
H -1.037 6.596 2.027
H 0.054 7.958 2.350
H -0.735 7.146 3.686
H 1.108 5.711 0.725
H 2.605 5.632 1.664
H 1.902 7.198 1.282
```

The total energy comes out at -3706.42108 a.u. The calculation puts the frontier orbital gap at 8.3452 eV.

The following is a DFT calculation (the ωB97M-V functional and the def2-TZVPD basis) of 11 unconnected molecules or ions with the total composition C15H37N7O30S4 in a non-equilibrium geometry.

Geometry as XYZ:
```
93
Properties=species:S:1:pos:R:3
C 1.032 -0.586 -3.650
N 2.469 -0.508 -3.309
O 3.154 0.210 -4.012
O 2.902 -1.133 -2.363
H 0.917 -0.899 -4.685
H 0.585 0.388 -3.487
H 0.590 -1.365 -3.035
C -0.259 -5.246 3.002
N 0.076 -3.845 3.373
O -0.790 -3.210 3.962
O 1.098 -3.351 2.947
H 0.575 -5.928 3.124
H -0.497 -5.189 1.940
H -1.140 -5.559 3.549
C 2.833 2.986 2.510
N 2.690 1.959 3.575
O 1.793 1.162 3.496
O 3.491 2.004 4.476
H 3.857 2.836 2.178
H 2.719 3.967 2.965
H 2.115 2.904 1.704
C -2.990 0.208 -2.861
N -4.124 1.038 -2.446
O -5.245 0.674 -2.713
O -3.846 1.970 -1.732
H -3.136 -0.839 -2.608
H -2.055 0.593 -2.472
H -2.901 0.235 -3.950
C -5.542 -1.815 -0.712
N -4.436 -1.885 0.264
O -4.696 -1.689 1.420
O -3.316 -2.129 -0.154
H -6.129 -2.712 -0.543
H -5.132 -1.755 -1.717
H -6.084 -0.876 -0.628
C 5.574 0.264 -1.266
N 4.680 1.417 -1.016
O 4.088 1.364 0.038
O 4.719 2.359 -1.751
H 5.176 -0.658 -0.849
H 6.485 0.513 -0.724
H 5.746 0.054 -2.317
C -1.293 4.508 -3.180
N -1.281 5.926 -2.693
O -2.006 6.217 -1.760
O -0.521 6.699 -3.260
H -1.512 4.461 -4.241
H -2.118 4.044 -2.645
H -0.320 4.130 -2.880
C -5.102 4.384 1.898
C -4.310 3.872 0.674
O -4.480 4.854 -0.331
S -4.438 6.320 0.422
O -5.145 7.324 -0.306
O -3.106 6.603 0.848
O -5.292 5.775 1.652
H -4.600 4.214 2.850
H -6.131 4.032 1.984
H -4.761 2.942 0.335
H -3.249 3.686 0.839
C 6.673 -0.936 2.762
C 6.494 -2.408 3.124
O 5.247 -2.739 2.516
S 4.231 -1.511 2.358
O 3.530 -1.322 3.587
O 3.482 -1.605 1.160
O 5.446 -0.405 2.271
H 7.339 -0.893 1.896
H 6.968 -0.265 3.569
H 6.534 -2.682 4.177
H 7.251 -2.988 2.601
C -1.881 -5.271 -0.530
C -1.862 -4.505 -1.847
O -0.584 -3.880 -1.894
S 0.522 -4.702 -1.029
O 1.005 -3.914 0.073
O 1.447 -5.303 -1.940
O -0.544 -5.759 -0.396
H -2.553 -6.127 -0.529
H -2.150 -4.640 0.319
H -2.637 -3.741 -1.846
H -1.961 -5.119 -2.743
C 0.331 -0.773 -0.076
C -0.237 -0.303 1.249
O -0.126 1.123 1.199
S 0.041 1.664 -0.314
O 1.384 2.107 -0.559
O -1.034 2.492 -0.736
O -0.183 0.205 -0.995
H -0.004 -1.733 -0.456
H 1.425 -0.767 -0.095
H 0.328 -0.673 2.102
H -1.303 -0.545 1.289
```

The energy above the lowest of the compared OMol25 structures with the same formula, charge and spin comes out at 0.0 kJ/mol. The total energy comes out at -4826.19692 a.u. The calculation puts the frontier orbital gap at 9.6101 eV.

The following is a DFT calculation (the ωB97M-V functional and the def2-TZVPD basis) of 4 unconnected molecules or ions with the total composition C15H37NO10P2 in a non-equilibrium geometry.

Geometry as XYZ:
```
65
Properties=species:S:1:pos:R:3
N -0.980 1.640 3.458
P -1.215 0.304 4.437
O -2.832 0.165 4.281
C -0.697 -1.284 3.430
P 0.325 -2.242 4.599
O 1.353 -1.426 5.246
O 0.927 -3.476 3.804
O -0.726 -2.884 5.572
C -0.068 -1.203 2.028
O -0.933 -2.017 1.216
C -2.062 -2.287 1.869
O -3.078 -2.693 1.378
O -1.878 -2.095 3.191
H -0.107 2.102 3.664
H -1.104 1.530 2.460
H -3.138 -0.469 4.937
H 1.806 -3.221 3.499
H -1.579 -3.042 5.145
H 0.024 -0.220 1.592
H 0.878 -1.724 2.000
C -0.407 0.235 -1.968
C 0.729 1.232 -2.039
O 1.886 0.843 -1.322
C 2.490 -0.370 -1.731
C 2.952 -0.382 -3.178
H -0.685 0.039 -0.930
H -1.279 0.615 -2.498
H -0.142 -0.721 -2.419
H 0.418 2.168 -1.588
H 0.978 1.454 -3.083
H 1.821 -1.217 -1.538
H 3.350 -0.491 -1.072
H 2.121 -0.274 -3.875
H 3.452 -1.325 -3.401
H 3.652 0.434 -3.360
C 2.695 5.398 0.206
C 1.482 4.745 0.843
O 1.796 3.777 1.826
C 2.524 4.255 2.942
C 1.814 5.341 3.733
H 3.340 4.640 -0.241
H 2.378 6.091 -0.573
H 3.287 5.961 0.929
H 0.923 4.208 0.086
H 0.805 5.505 1.254
H 3.520 4.594 2.634
H 2.675 3.381 3.576
H 1.652 6.242 3.140
H 2.410 5.619 4.602
H 0.840 4.991 4.079
C -3.047 -3.361 -5.989
C -1.814 -3.043 -5.161
O -2.088 -2.362 -3.952
C -2.923 -3.034 -3.024
C -2.378 -4.367 -2.545
H -3.598 -2.449 -6.220
H -2.755 -3.838 -6.925
H -3.726 -4.039 -5.470
H -1.163 -2.372 -5.722
H -1.237 -3.955 -4.968
H -3.932 -3.155 -3.435
H -3.009 -2.353 -2.178
H -2.283 -5.090 -3.357
H -3.047 -4.793 -1.797
H -1.393 -4.236 -2.095
```

The total energy comes out at -2083.67565 a.u. The calculation puts the frontier orbital gap at 9.4632 eV.

The following is a DFT calculation (the ωB97M-V functional and the def2-TZVPD basis) of 3 unconnected molecules or ions with the total composition C15H37O9P2S in a non-equilibrium geometry.

Geometry as XYZ:
```
64
Properties=species:S:1:pos:R:3
S 3.439 -3.857 2.788
C 2.805 -2.099 2.897
C 1.308 -1.977 1.931
C -0.071 -2.702 2.678
O 0.747 -3.319 1.385
H 3.653 -4.288 1.470
H 2.681 -4.765 3.545
H 2.523 -1.729 3.970
H 3.508 -1.377 2.298
H 1.132 -0.913 1.285
H -0.292 -3.821 2.839
H 0.568 -2.651 3.688
O -4.105 1.698 3.375
P -5.005 1.524 2.128
O -3.777 0.999 1.137
C -2.877 -0.008 1.568
C -3.271 -1.354 0.993
O -4.962 3.122 1.675
C -4.913 4.137 2.664
C -3.491 4.648 2.806
O -6.011 1.330 0.734
C -6.493 0.038 0.413
C -7.148 -0.655 1.589
H -2.814 -0.077 2.656
H -1.884 0.266 1.199
H -4.221 -1.690 1.420
H -2.513 -2.109 1.214
H -3.402 -1.292 -0.092
H -5.313 3.781 3.619
H -5.562 4.956 2.333
H -2.788 3.839 3.019
H -3.421 5.387 3.609
H -3.158 5.113 1.872
H -5.683 -0.562 -0.005
H -7.233 0.163 -0.385
H -6.430 -0.831 2.397
H -7.561 -1.621 1.283
H -7.954 -0.040 2.001
O 2.674 0.340 -1.561
P 3.864 -0.191 -2.396
O 3.301 0.407 -3.842
C 2.839 1.744 -3.945
C 3.911 2.631 -4.543
O 3.266 -1.732 -2.568
C 2.519 -2.322 -1.516
C 1.036 -2.240 -1.830
O 5.194 -0.783 -3.330
C 6.250 0.102 -3.655
C 6.789 0.842 -2.449
H 2.517 2.151 -2.984
H 1.967 1.734 -4.606
H 4.757 2.728 -3.855
H 3.521 3.632 -4.744
H 4.294 2.208 -5.478
H 2.755 -1.860 -0.552
H 2.818 -3.374 -1.446
H 0.719 -1.213 -2.027
H 0.441 -2.634 -1.002
H 0.806 -2.816 -2.732
H 5.923 0.792 -4.435
H 7.052 -0.504 -4.090
H 6.026 1.488 -2.005
H 7.643 1.466 -2.733
H 7.109 0.138 -1.674
```

The total energy comes out at -2351.08623 a.u. As for the net charge: +1. The calculation puts the frontier orbital gap at 6.6511 eV.

The following is a DFT calculation (the ωB97M-V functional and the def2-TZVPD basis) of 11 unconnected molecules or ions with the total composition C15H38ClN11O22 in a non-equilibrium geometry.

Geometry as XYZ:
```
87
Properties=species:S:1:pos:R:3
C -1.023 -1.269 -1.396
C -1.305 0.194 -1.071
N -0.925 0.640 0.249
C -1.339 0.123 1.463
C -0.838 0.782 2.510
N -0.130 1.879 1.977
C -0.191 1.732 0.600
C 0.528 2.938 2.672
H 0.040 -1.371 -1.613
H -1.625 -1.649 -2.221
H -1.239 -1.877 -0.518
H -2.345 0.496 -1.189
H -0.808 0.778 -1.845
H -1.805 -0.851 1.432
H -0.774 0.647 3.580
H 0.197 2.460 -0.097
H 1.141 3.606 2.066
H 1.213 2.471 3.379
H -0.203 3.582 3.161
Cl -1.139 2.276 6.234
O -0.808 3.563 5.711
O -1.341 2.464 7.653
O -2.256 1.750 5.511
O -0.045 1.356 6.060
C -3.302 0.024 -4.946
N -2.134 0.366 -5.808
O -2.002 -0.182 -6.917
O -1.343 1.199 -5.367
H -3.998 -0.472 -5.623
H -3.749 0.994 -4.728
H -2.950 -0.468 -4.040
C -6.177 -1.594 -1.295
N -4.835 -1.735 -0.674
O -4.667 -1.196 0.387
O -4.043 -2.472 -1.221
H -5.986 -1.953 -2.306
H -6.454 -0.541 -1.255
H -6.783 -2.154 -0.582
C 2.214 -1.885 0.831
N 3.274 -1.475 -0.057
O 4.357 -1.279 0.393
O 3.047 -1.305 -1.246
H 1.451 -1.120 0.690
H 2.666 -1.959 1.820
H 1.827 -2.842 0.484
C -1.835 -4.809 -4.093
N -0.978 -3.649 -4.380
O -1.495 -2.584 -4.724
O 0.214 -3.853 -4.421
H -1.374 -5.781 -4.264
H -2.623 -4.842 -4.845
H -2.313 -4.668 -3.124
C 4.109 1.393 -2.723
N 2.783 1.150 -3.460
O 1.808 0.983 -2.785
O 2.828 1.049 -4.674
H 3.980 1.073 -1.689
H 4.357 2.440 -2.900
H 4.895 0.863 -3.260
C -0.007 -3.827 4.009
N -0.821 -2.921 3.234
O -0.496 -2.722 2.126
O -1.771 -2.357 3.720
H 0.520 -3.200 4.728
H 0.695 -4.357 3.366
H -0.529 -4.556 4.628
C 4.145 2.568 2.229
N 3.950 2.312 0.786
O 4.734 2.815 -0.014
O 2.995 1.540 0.515
H 5.105 2.080 2.397
H 3.364 1.929 2.640
H 4.106 3.655 2.295
C 2.764 -0.563 6.214
N 2.675 0.169 4.941
O 1.715 -0.121 4.140
O 3.456 1.093 4.853
H 1.754 -0.946 6.360
H 3.037 0.164 6.979
H 3.482 -1.375 6.105
C 0.091 3.691 -4.430
N -0.944 3.437 -3.409
O -0.548 3.088 -2.332
O -2.133 3.703 -3.679
H 0.851 4.346 -4.003
H -0.395 4.226 -5.246
H 0.454 2.690 -4.663
```

The total energy comes out at -3310.94740 a.u. The calculation puts the frontier orbital gap at 7.9279 eV.